{"formula": "C5H20BaFO5", "method": "ωB97M-V with the def2-TZVPD basis set", "elements": ["Ba", "F", "C", "O", "H", "H", "H", "H", "C", "O", "H", "H", "H", "H", "C", "O", "H", "H", "H", "H", "C", "O", "H", "H", "H", "H", "C", "O", "H", "H", "H", "H"], "coordinates": [[-1.182, 0.491, -2.436], [-0.184, 0.225, -0.694], [1.402, -2.236, -1.291], [0.041, -1.905, -1.206], [1.465, -3.294, -1.544], [1.771, -1.597, -2.094], [1.977, -2.178, -0.367], [-0.120, -0.997, -0.937], [-2.807, 1.113, -0.231], [-2.911, 0.422, -1.491], [-3.004, 0.411, 0.578], [-1.748, 1.348, -0.122], [-3.421, 2.014, -0.225], [-3.805, 0.562, -1.813], [0.429, -1.097, 1.564], [-0.855, -0.796, 1.116], [0.960, -0.151, 1.671], [0.440, -1.631, 2.514], [0.983, -1.768, 0.907], [-0.720, -0.362, 0.270], [2.566, 0.459, -0.762], [1.481, 1.475, -0.703], [3.507, 0.841, -1.159], [2.606, -0.103, 0.171], [2.305, -0.337, -1.459], [0.688, 1.031, -0.394], [-0.255, 1.386, 2.034], [-0.874, 1.715, 0.783], [-0.224, 2.193, 2.766], [-0.692, 0.486, 2.467], [0.822, 1.281, 1.900], [-0.639, 0.999, 0.189]], "forces_ev_per_a": [[5.13, 1.27, -11.23], [0.82, -1.14, -0.48], [-0.11, -1.13, -1.14], [-1.16, -1.97, -0.81], [-0.10, 0.07, -0.42], [0.81, -0.99, -0.01], [-0.04, 0.51, -0.20], [1.52, -2.98, 0.10], [-1.13, -0.38, -0.08], [-9.02, -0.51, 2.64], [-0.27, 0.17, -0.10], [-3.32, 0.73, -1.02], [0.08, -0.18, 0.04], [-0.80, -0.55, -0.21], [1.35, -1.15, 0.23], [-1.61, -2.44, 1.03], [0.67, -1.41, 0.04], [-0.47, 0.30, 0.18], [-0.39, 0.15, 0.12], [-1.27, -2.31, 2.80], [-1.63, 0.31, -0.54], [4.00, 1.04, -0.57], [-0.17, 0.55, 0.71], [0.64, 0.60, 0.31], [0.09, 0.98, -0.05], [3.53, 1.90, 0.47], [0.77, 1.91, 1.47], [2.81, 3.06, 4.62], [-1.00, 0.51, -0.41], [0.00, 0.98, 0.14], [-0.19, 0.24, -0.20], [0.45, 1.84, 2.58]], "mulliken_charge": [1.75, -1.10, -0.90, -0.74, 0.30, 0.48, 0.35, 0.56, -0.11, -0.50, 0.21, -0.13, 0.43, 0.36, -0.42, -0.71, 0.02, 0.35, -0.01, 0.99, -0.56, -0.68, 0.40, 0.20, -0.07, 0.77, -0.84, -0.59, 0.43, 0.31, 0.35, 0.07], "homo_lumo_gap_ev": 8.60, "charge": 1, "e_lumo_ev": -4.1, "e_above_lowest_kcal_mol": 305.3}